1.
{"formula": "C4H6S", "method": "ωB97M-V/def2-TZVPD", "elements": ["H", "H", "C", "C", "H", "H", "S", "H", "H", "C", "C"], "xyz": [[1.235150, 0.556012, 1.942095], [1.706684, -0.708432, 1.150164], [-0.252047, -0.607973, -0.790348], [0.221707, 0.249316, 0.108717], [-1.752692, 0.455518, -1.769322], [0.423930, -1.205898, -1.353422], [-1.357876, 1.090813, 0.465562], [-2.373725, -0.892511, -0.617003], [2.354502, 0.903493, 0.717632], [1.455935, 0.295708, 0.983169], [-1.661568, -0.136046, -0.837245]], "forces_ev_per_angstrom": [[-1.14, 1.36, 2.65], [1.00, -1.60, -0.31], [1.08, 1.12, 0.73], [-0.10, 0.69, 1.91], [-0.91, -0.72, 0.28], [-0.30, -1.02, -0.66], [0.84, -0.33, 0.26], [-0.98, -0.28, -0.07], [-0.86, -0.50, -0.38], [0.58, 0.51, -2.59], [0.80, 0.78, -1.82]], "e_tot_ev": -15078.565, "mol_weight_g_mol": 86.2, "e_homo_ev": -8.35, "gap_ha": 0.3432, "multiplicity": 1, "relative_energy_kcal_mol": 28.3}

---

2.
{"formula": "C60H40BF5N4O3Ru", "method": "ωB97M-V/def2-TZVPD", "elements": ["C", "H", "C", "H", "C", "C", "C", "C", "H", "O", "H", "H", "C", "C", "O", "C", "C", "C", "C", "F", "B", "H", "H", "C", "H", "H", "H", "N", "C", "C", "H", "H", "C", "C", "C", "C", "C", "C", "C", "C", "C", "C", "C", "H", "C", "C", "H", "H", "H", "C", "C", "C", "C", "C", "H", "C", "H", "H", "C", "C", "C", "C", "C", "H", "C", "H", "C", "H", "N", "H", "C", "C", "F", "H", "C", "H", "H", "H", "H", "C", "H", "H", "C", "C", "H", "C", "H", "H", "H", "C", "C", "C", "Ru", "C", "C", "C", "H", "C", "F", "C", "C", "H", "N", "C", "H", "C", "H", "H", "F", "C", "H", "O", "N", "F"], "xyz": [[-3.662900, -1.906200, -1.316500], [5.085900, 1.687100, -0.269500], [4.326500, 0.936900, -0.152900], [-1.176900, -0.473700, 7.945500], [-4.146900, -6.062300, -0.995100], [-3.605400, -6.094500, 1.337500], [-3.210000, 1.981900, -2.896000], [-3.158700, -0.438000, 3.580000], [6.095100, -6.020000, -0.160400], [1.421400, 1.059200, 2.231600], [-4.433300, -2.647800, -1.244400], [0.841600, 1.480300, 8.924200], [-0.774000, 3.313400, -2.080100], [-0.417600, -3.384600, 0.017100], [1.493800, -1.236700, 2.214500], [-2.161600, 1.246400, -2.145100], [-5.147800, 3.342200, -4.365200], [0.191300, -4.636400, 0.278700], [-0.442100, 2.699600, 6.857200], [-3.366300, -1.631600, 4.172500], [1.632500, -0.076400, 1.454100], [-1.472100, 3.960500, -2.576600], [5.308800, 6.738600, -0.989300], [6.322600, -4.649500, -1.788800], [2.905100, 4.190700, 1.467800], [1.931700, 1.487300, 7.530700], [0.884600, 4.612800, -1.466400], [0.123800, 1.403900, -1.222500], [4.686400, -4.416700, -0.034600], [-4.129000, 2.806000, -2.256600], [-3.220000, -4.510000, -2.144700], [-3.720300, -6.529600, 2.319000], [-3.706100, 1.897800, 3.398500], [4.707100, 5.847800, -0.868400], [-2.658700, -4.395400, -0.081900], [-1.945600, 0.974000, 1.960300], [2.951400, 1.177000, -0.130300], [3.282500, -1.077400, -0.044500], [-0.970900, 1.925100, -1.853100], [0.612900, 1.278400, 4.566900], [5.731000, -5.110900, -0.625500], [-3.279800, 1.843700, -4.277700], [4.801600, -2.800800, -1.788400], [2.305300, -5.187900, 0.348700], [-3.739200, -0.672600, -1.899100], [0.991100, 2.443100, -0.993600], [-4.273500, 2.414900, -6.087300], [4.288100, -4.776800, 0.902600], [-0.331900, -5.556400, 0.449500], [1.066800, -0.812600, 3.429500], [1.546500, -4.443400, 0.216700], [-4.287300, -6.634000, 0.258900], [1.768600, -3.066400, -0.021500], [3.356600, 4.417800, 0.513800], [-4.579800, -0.218300, -2.390300], [1.012000, 0.584600, 3.443600], [-0.774900, 3.105600, 7.810500], [4.425400, -1.901800, -2.251000], [0.312200, -0.847700, 5.656200], [4.185200, -3.252700, -0.615700], [-2.228300, -0.278700, 2.577900], [-2.790600, -4.991100, 1.171200], [-2.760900, 2.052900, 2.408500], [-2.188300, 0.480000, 6.863500], [-3.345400, -4.948600, -1.163700], [0.605100, 2.353800, 4.537700], [1.044000, 1.026000, 7.957600], [-4.077900, 2.921400, -1.184200], [2.288200, -0.062600, 0.137700], [0.766500, -2.629000, 4.524300], [2.290100, 2.358800, -0.470300], [-2.470800, -0.051100, -1.732700], [-4.808100, 0.530400, 5.004300], [4.294100, 6.215600, 1.197900], [4.140000, 5.550000, 0.360200], [7.138400, -5.192700, -2.245700], [0.445800, 3.247100, 6.555200], [3.529700, 3.213500, -2.630200], [0.040400, -1.415300, 6.533100], [0.722700, -1.552400, 4.536800], [-4.667000, -6.488200, -1.842900], [-1.227300, 2.870500, 6.125800], [-5.089700, 3.481800, -2.988400], [5.862600, -3.470600, -2.358900], [-2.567800, 1.204200, -4.778300], [0.241000, 0.544200, 5.694500], [-1.763500, 1.095200, 8.459400], [4.927700, 5.227900, -2.914700], [5.472000, -0.947600, -0.138200], [3.039900, -2.454300, -0.137800], [-2.336300, -2.057300, -0.819800], [3.709900, 3.878700, -1.797000], [0.164000, -0.434900, -0.311900], [3.135600, 3.574400, -0.567100], [-1.792000, -3.219800, -0.257800], [-1.394500, 0.533200, 7.603600], [-5.795200, 4.124400, -2.480900], [-3.903400, 0.660700, 4.003800], [-4.444000, 2.954800, 3.797100], [-4.238300, 2.520800, -5.010100], [4.526900, -0.439000, -0.102700], [-2.255900, -4.568700, 2.009400], [0.552200, -2.433300, -0.138600], [4.496200, 5.003800, -1.947300], [-4.931300, -7.491300, 0.396400], [-0.149800, 1.206400, 7.008800], [6.327600, -3.070400, -3.250100], [-5.896700, 3.873000, -4.938100], [-1.469100, -1.317500, 2.134100], [0.432100, 3.640600, -1.524600], [1.256100, -0.029000, 8.108100], [-1.032500, 1.110300, 1.107300], [-1.634500, -0.907200, -1.065100], [-2.569200, 3.277700, 1.871500]], "forces_ev_per_angstrom": [[-0.41, 0.61, -0.35], [0.01, 0.16, -0.10], [-1.25, 1.17, -0.01], [-0.02, -0.17, 0.02], [-0.12, -0.09, -0.03], [-0.08, -0.09, 0.10], [-0.08, 0.05, -0.17], [-0.14, 0.16, 0.11], [-0.01, 0.03, 0.00], [0.37, 0.39, 0.04], [-0.19, -0.04, 0.02], [-0.02, 0.10, 0.22], [-0.11, -0.34, 0.05], [0.61, -0.79, 0.23], [0.30, -0.46, -0.03], [-0.43, -1.12, 0.46], [-0.07, 0.05, -0.09], [-0.54, 0.38, -0.11], [0.04, -0.22, -0.03], [0.10, 0.14, -0.16], [-0.30, 0.07, 0.79], [-0.09, 0.13, -0.04], [0.03, 0.03, 0.02], [0.07, 0.02, -0.01], [-0.07, -0.08, 0.09], [0.13, 0.07, -0.01], [0.08, 0.12, -0.04], [-0.19, 0.14, -0.19], [-0.06, 0.13, 0.14], [0.16, -0.05, 0.09], [-0.01, 0.01, -0.02], [0.01, -0.06, 0.11], [-0.02, -0.21, 0.14], [0.08, 0.08, -0.01], [-0.21, -0.13, 0.01], [-0.83, -0.23, 0.81], [1.47, -0.55, 0.22], [1.11, 0.35, 0.32], [0.68, 0.82, -0.08], [0.06, -0.03, -0.31], [0.14, -0.15, 0.01], [0.10, -0.02, 0.00], [-0.01, -0.10, -0.08], [0.08, -0.12, -0.02], [-0.25, -0.66, 0.14], [-0.12, 0.15, -0.34], [0.00, -0.03, 0.00], [-0.10, 0.04, 0.03], [-0.05, -0.18, -0.03], [-0.12, 0.70, 0.44], [0.43, 0.42, -0.04], [-0.06, -0.04, 0.01], [-0.72, -0.72, 0.13], [0.03, -0.11, -0.03], [-0.14, 0.00, -0.04], [-0.02, -0.77, 0.28], [-0.01, 0.04, 0.11], [-0.02, 0.05, -0.08], [-0.10, 0.03, 0.08], [0.22, -0.07, -0.18], [0.30, 0.17, -0.32], [-0.02, 0.13, -0.10], [0.24, -0.23, -0.08], [-0.15, -0.01, -0.09], [0.20, 0.02, 0.02], [-0.11, 0.20, 0.05], [-0.17, 0.08, -0.01], [0.02, -0.01, 0.14], [-0.03, 0.09, -0.35], [-0.02, -0.15, -0.02], [-0.61, 0.57, -0.05], [0.05, 0.89, -0.35], [0.03, -0.03, -0.09], [0.02, 0.02, 0.07], [0.02, 0.15, 0.01], [0.05, -0.04, 0.02], [0.12, 0.13, -0.09], [-0.03, -0.02, -0.08], [-0.04, -0.04, 0.08], [0.14, 0.04, -0.39], [-0.01, 0.00, -0.05], [-0.11, 0.06, -0.14], [-0.12, 0.08, 0.00], [0.07, -0.10, -0.06], [0.09, -0.08, -0.03], [-0.01, -0.07, -0.03], [0.01, 0.10, 0.12], [0.04, 0.04, 0.01], [0.06, -0.05, -0.05], [-0.01, 0.12, -0.01], [0.42, -0.15, 0.06], [0.02, -0.10, 0.05], [0.70, 0.34, -0.83], [-0.05, -0.02, 0.00], [-0.24, 0.76, -0.30], [0.12, 0.07, -0.08], [-0.05, 0.03, 0.05], [0.02, 0.02, 0.00], [0.09, -0.15, 0.00], [-0.07, 0.04, -0.13], [-0.69, -1.32, 0.14], [0.02, 0.06, 0.08], [0.12, -0.23, 0.05], [0.05, 0.11, -0.15], [-0.02, -0.07, 0.01], [0.06, 0.05, 0.13], [-0.01, -0.06, -0.08], [-0.03, 0.03, 0.01], [-0.44, 0.00, 0.42], [0.08, -0.03, 0.14], [0.04, -0.13, 0.05], [0.61, -0.05, -0.83], [-0.05, -0.22, 0.43], [-0.07, -0.12, 0.04]], "e_tot_ev": -91820.880, "mol_weight_g_mol": 1071.9, "charge": -1, "e_homo_ev": [-2.81, -4.57], "gap_ha": [0.1792, 0.1624], "multiplicity": 6}

---

3.
{"formula": "C5H11NOS", "method": "ωB97M-V/def2-TZVPD", "elements": ["C", "H", "C", "H", "C", "C", "H", "H", "S", "N", "H", "H", "H", "H", "O", "C", "H", "H", "H"], "xyz": [[1.717041, 0.347254, -0.151987], [-1.195280, -0.169128, -0.815729], [0.391239, 0.962883, 0.196479], [0.545349, 1.371804, 1.137398], [1.449673, -2.198451, -1.477755], [-2.855996, 0.282547, 1.528732], [0.461614, -2.441347, -0.930014], [2.423977, -2.379508, -0.986569], [1.663305, -0.421849, -1.900308], [-2.022288, 0.854384, 0.659360], [-3.872195, 0.656174, 1.464313], [0.300367, 1.643805, -0.646668], [-0.615305, -0.817518, 0.865736], [-2.332291, 1.714116, 0.141577], [-2.665330, -0.775605, 2.115473], [-0.849782, 0.057378, 0.142813], [1.480244, -2.761247, -2.384126], [2.565269, 1.129361, -0.118193], [2.073435, -0.399721, 0.595076]], "forces_ev_per_angstrom": [[1.96, -0.86, -0.56], [0.38, -1.12, -1.64], [-0.03, -1.10, -2.89], [-0.40, 1.30, 1.73], [-0.28, 0.78, 1.13], [-1.04, -1.97, -0.39], [1.93, 0.43, -0.56], [-1.04, -0.62, 0.43], [-0.14, 0.29, 1.19], [1.05, 0.71, -0.63], [-0.40, 0.93, 0.55], [-0.45, 1.04, 0.54], [-1.15, 1.21, -1.46], [0.54, -1.55, 0.79], [0.37, 0.77, 0.09], [0.74, 0.92, 3.54], [-0.14, -0.23, -0.78], [-1.47, -1.01, -0.42], [-0.42, 0.07, -0.67]], "e_tot_ev": -19735.221, "mol_weight_g_mol": 133.2, "e_homo_ev": -8.74, "gap_ha": 0.3502, "multiplicity": 1, "relative_energy_kcal_mol": 43.2}

---

4.
{"formula": "C2H6NO", "method": "ωB97M-V/def2-TZVPD", "elements": ["H", "H", "N", "C", "H", "O", "H", "C", "H", "H"], "xyz": [[-1.164469, -0.612968, -1.556151], [0.284360, 0.481061, -1.589218], [-0.739837, 0.288822, -1.366151], [0.085281, 0.425177, 0.803994], [-1.349599, 1.002196, -1.743827], [1.157761, -1.856298, 0.546491], [-0.917874, 0.509072, 1.067981], [0.721670, -0.864983, 1.001393], [0.934170, 1.043561, 0.655604], [0.988537, -0.415640, 2.179883]], "forces_ev_per_angstrom": [[0.82, -0.18, -0.12], [-2.27, -0.97, -0.58], [2.18, 0.99, 1.33], [1.01, -3.41, -2.28], [0.17, 0.34, 0.14], [-0.71, 0.84, 0.31], [-1.26, 0.81, 1.13], [0.52, 0.46, 1.26], [-0.02, 1.75, -0.02], [-0.44, -0.63, -1.16]], "e_tot_ev": -5697.963, "mol_weight_g_mol": 60.1, "charge": 1, "e_homo_ev": [-15.73, -15.73], "gap_ha": [0.3422, 0.3422], "multiplicity": 1, "relative_energy_kcal_mol": 81.2}